Record 1
9 unconnected molecules or ions with the total composition C69H152F4N9O8S4 at a distorted geometry, computed with ωB97M-V/def2-TZVPD.

Structure (XYZ):
```
246
Properties=species:S:1:pos:R:3:lowdin_charge:R:1
C -3.5927 -2.5141 5.8138 -0.072
C -2.7842 -1.2558 5.3133 -0.226
C -1.2590 -1.3808 5.4739 -0.157
C -0.5688 0.0172 5.1863 -0.084
N 0.8836 0.2685 5.7880 -0.235
C 1.4196 1.7666 5.5610 -0.034
C 2.5859 1.8157 6.6331 -0.135
C 2.1559 0.9026 7.7931 -0.103
C 0.8561 0.0468 7.3100 -0.040
C 1.8068 -0.7166 5.0447 0.037
H -3.1559 -3.4526 5.4725 0.041
H -4.6325 -2.5676 5.4911 0.078
H -3.5472 -2.6544 6.8938 0.083
H -3.1974 -0.3941 5.8376 0.107
H -3.0189 -1.0870 4.2623 0.094
H -0.9031 -2.0591 4.6985 0.091
H -1.0007 -1.7702 6.4587 0.113
H -1.2349 0.8571 5.3837 0.110
H -0.3557 0.1389 4.1242 0.077
H 1.5495 1.8653 4.4833 0.089
H 0.6029 2.4274 5.8516 0.115
H 3.6020 1.5980 6.3039 0.116
H 2.6719 2.8451 6.9810 0.116
H 2.9865 0.2358 8.0244 0.112
H 1.9647 1.3750 8.7566 0.120
H 0.8579 -1.0395 7.4000 0.118
H -0.0379 0.5046 7.7333 0.135
H 1.6254 -0.5965 3.9766 0.071
H 1.5148 -1.7211 5.3510 0.091
H 2.8307 -0.4729 5.3279 0.114
C 3.1976 5.0697 4.0058 -0.094
C 2.2115 6.1830 4.1920 -0.262
C 0.9863 6.0637 3.3422 -0.179
C 0.0087 5.0063 3.9660 -0.067
N -1.2279 4.6835 3.0653 -0.207
C -0.8891 4.1693 1.7037 -0.120
C -1.2559 5.2781 0.8037 -0.179
C -2.4295 5.9275 1.4188 -0.157
C -2.0182 6.0080 2.8574 -0.060
C -2.0199 3.5898 3.8815 0.064
H 2.7685 4.0880 3.8052 0.034
H 3.9556 4.9743 4.7833 0.089
H 3.7685 5.1466 3.0805 0.088
H 2.7355 7.0962 3.9098 0.128
H 1.9147 6.4305 5.2112 0.123
H 1.3108 5.9468 2.3082 0.125
H 0.5542 7.0619 3.4125 0.115
H -0.3169 5.3942 4.9312 0.146
H 0.4266 4.0069 4.0866 0.093
H -1.4232 3.2415 1.4989 0.108
H 0.1591 3.8790 1.7763 0.122
H -1.6196 4.9380 -0.1659 0.113
H -0.4748 5.9722 0.4935 0.136
H -3.3585 5.3619 1.3473 0.114
H -2.5797 6.8938 0.9374 0.146
H -2.7872 6.1249 3.6210 0.146
H -1.3286 6.8442 2.9725 0.123
H -1.4484 2.6696 4.0028 0.073
H -2.8560 3.3834 3.2133 0.098
H -2.3372 4.0556 4.8144 0.113
C 6.2763 -4.0189 -6.1495 -0.077
C 6.6185 -2.5009 -6.2330 -0.204
C 6.7970 -1.7341 -4.8885 -0.175
C 6.2391 -2.4576 -3.6955 -0.147
N 6.4635 -1.6845 -2.4266 -0.212
C 5.5302 -2.1376 -1.2842 -0.117
C 5.4695 -1.0474 -0.2345 -0.147
C 5.6918 0.2290 -1.0576 -0.138
C 6.0154 -0.1718 -2.4829 -0.060
C 7.9086 -1.8097 -1.8561 0.065
H 5.2304 -4.1208 -5.8598 0.064
H 6.7715 -4.4512 -5.2800 0.057
H 6.3544 -4.6180 -7.0568 0.086
H 5.7811 -2.0560 -6.7705 0.086
H 7.5632 -2.2445 -6.7124 0.111
H 6.3829 -0.7369 -5.0371 0.112
H 7.8586 -1.5573 -4.7157 0.111
H 6.5615 -3.4811 -3.5038 0.132
H 5.1566 -2.5636 -3.7667 0.105
H 5.9835 -3.0600 -0.9211 0.132
H 4.5429 -2.3138 -1.7114 0.105
H 6.3218 -1.2024 0.4271 0.110
H 4.4916 -1.0532 0.2470 0.085
H 6.5387 0.7703 -0.6360 0.121
H 4.8483 0.9184 -1.0958 0.104
H 6.7298 0.4736 -2.9941 0.146
H 5.0803 -0.2937 -3.0296 0.098
H 7.9121 -1.3321 -0.8763 0.099
H 8.6621 -1.4861 -2.5742 0.108
H 8.1516 -2.8694 -1.7785 0.108
C -4.4657 -3.5544 2.0105 -0.081
C -2.9666 -3.7880 2.1324 -0.249
C -2.2148 -3.1294 0.9978 -0.203
C -2.3212 -3.9706 -0.2537 -0.084
N -1.6225 -3.3037 -1.5081 -0.157
C -2.1899 -1.9260 -1.9365 -0.119
C -2.5758 -1.9222 -3.3763 -0.158
C -2.9098 -3.3490 -3.6872 -0.124
C -2.1004 -4.2312 -2.7103 -0.051
C -0.0553 -3.2360 -1.4610 0.050
H -5.0518 -3.5618 2.9295 0.081
H -4.8632 -4.1398 1.1814 0.076
H -4.7086 -2.5693 1.6123 0.066
H -2.7113 -4.8474 2.1551 0.114
H -2.7602 -3.3976 3.1290 0.074
H -1.1745 -3.0994 1.3215 0.090
H -2.5860 -2.1179 0.8322 0.099
H -3.3393 -4.2472 -0.5276 0.131
H -1.7987 -4.9158 -0.1072 0.136
H -1.4770 -1.1544 -1.6456 0.097
H -3.0214 -1.7153 -1.2640 0.115
H -1.7317 -1.4552 -3.8837 0.115
H -3.4405 -1.2651 -3.4690 0.108
H -2.6389 -3.6110 -4.7099 0.131
H -3.9523 -3.6525 -3.5911 0.125
H -1.1817 -4.5912 -3.1733 0.128
H -2.6450 -5.0977 -2.3351 0.125
H 0.3585 -4.1730 -1.0884 0.105
H 0.1557 -2.3848 -0.8137 0.063
H 0.3389 -2.9998 -2.4494 0.092
C -7.1355 6.9166 -0.6840 -0.105
C -7.7064 5.9319 -1.6961 -0.225
C -6.8643 4.6401 -2.0592 -0.121
C -6.6485 3.5749 -0.8455 -0.059
N -5.5324 2.5811 -1.2112 -0.197
C -4.1724 3.2549 -1.4346 -0.071
C -3.1500 2.1185 -1.2587 -0.162
C -3.7138 1.3960 -0.0559 -0.148
C -5.2956 1.6213 -0.0504 -0.041
C -5.9471 1.8189 -2.5098 -0.117
C -7.3171 1.1581 -2.5582 -0.224
C -7.3411 -0.1189 -3.4199 -0.065
H -6.3289 7.4952 -1.1343 0.076
H -6.6197 6.5418 0.2000 0.053
H -7.9868 7.4444 -0.2541 0.089
H -7.9760 6.4421 -2.6208 0.116
H -8.6869 5.6568 -1.3073 0.108
H -5.8743 4.9621 -2.3821 0.093
H -7.2968 4.0834 -2.8906 0.094
H -7.5549 3.0526 -0.5395 0.137
H -6.1853 4.1344 -0.0328 0.111
H -4.1112 3.6821 -2.4356 0.130
H -4.0272 3.9740 -0.6284 0.126
H -3.0509 1.3715 -2.0462 0.106
H -2.1577 2.5167 -1.0469 0.081
H -3.4291 0.3456 0.0050 0.091
H -3.3533 1.8215 0.8807 0.083
H -5.7429 0.6453 -0.2388 0.127
H -5.6780 1.9751 0.9069 0.134
H -5.1101 1.1280 -2.6112 0.108
H -5.8916 2.4378 -3.4053 0.125
H -8.1044 1.8036 -2.9473 0.119
H -7.7102 0.9268 -1.5682 0.110
H -7.1042 0.2002 -4.4349 0.075
H -8.2364 -0.7397 -3.4529 0.097
H -6.4665 -0.7018 -3.1314 0.061
C 1.2016 4.4635 -2.3623 -0.093
C 0.5424 3.0989 -2.5661 -0.220
C 0.3980 2.6049 -4.0519 -0.170
C -0.1998 3.6194 -5.0299 -0.072
N -0.5882 3.0706 -6.4521 -0.175
C 0.6249 2.7335 -7.3425 -0.080
C 0.5514 3.3599 -8.7518 -0.120
C -0.8717 3.8901 -8.7839 -0.154
C -1.2060 4.1984 -7.3045 -0.069
C -1.5733 1.8386 -6.3906 -0.087
C -2.8209 2.0447 -5.5762 -0.224
C -3.9464 0.9952 -5.8577 -0.055
H 0.8413 5.3508 -2.8829 0.072
H 2.2714 4.4779 -2.5706 0.086
H 1.1175 4.7998 -1.3289 0.052
H -0.4640 3.1834 -2.1561 0.072
H 1.0676 2.3971 -1.9182 0.069
H -0.0780 1.6287 -3.9591 0.081
H 1.4217 2.3174 -4.2918 0.095
H 0.5534 4.4010 -5.1286 0.132
H -1.1534 3.9972 -4.6611 0.125
H 0.9076 1.6818 -7.2974 0.125
H 1.3871 3.3323 -6.8439 0.126
H 0.7186 2.6530 -9.5646 0.131
H 1.2529 4.1932 -8.7894 0.126
H -1.5968 3.2130 -9.2354 0.114
H -1.0143 4.6580 -9.5443 0.132
H -2.2628 4.2360 -7.0401 0.120
H -0.5711 5.0553 -7.0797 0.139
H -0.9394 1.0939 -5.9093 0.122
H -1.7422 1.5490 -7.4277 0.145
H -3.2321 3.0140 -5.8582 0.100
H -2.5923 2.0162 -4.5108 0.091
H -4.8003 1.2381 -5.2253 0.050
H -3.4643 0.0228 -5.7572 0.070
H -4.3319 0.9959 -6.8772 0.090
C 5.6738 -8.6942 5.1105 -0.100
C 4.1290 -8.6171 5.3131 -0.205
C 3.5067 -7.1829 5.0670 -0.173
C 3.2730 -6.8472 3.5596 -0.071
N 2.7967 -5.3493 3.3256 -0.132
C 4.0216 -4.3215 3.5726 -0.071
C 3.9840 -3.1938 2.6386 -0.168
C 2.7912 -3.4592 1.7121 -0.131
C 2.5677 -5.0143 1.8034 -0.053
C 1.5346 -4.9416 4.0845 -0.120
C 0.1686 -5.5820 3.7037 -0.182
C -1.0561 -5.3108 4.6510 -0.068
H 5.9688 -9.7434 5.1216 0.077
H 6.2205 -8.3716 5.9966 0.075
H 6.1050 -8.3171 4.1831 0.067
H 3.8564 -9.0065 6.2940 0.115
H 3.7510 -9.3317 4.5820 0.104
H 4.0362 -6.3833 5.5850 0.108
H 2.5523 -7.2599 5.5880 0.101
H 2.6087 -7.5987 3.1328 0.131
H 4.1953 -6.9937 2.9975 0.123
H 3.9274 -4.0639 4.6275 0.128
H 4.9955 -4.7932 3.4421 0.141
H 3.7382 -2.2814 3.1820 0.101
H 4.9232 -3.0369 2.1082 0.121
H 1.9182 -2.8437 1.9293 0.089
H 3.0095 -3.0663 0.7191 0.102
H 1.5582 -5.2875 1.4961 0.106
H 3.2185 -5.6090 1.1625 0.135
H 1.3743 -3.8664 4.1649 0.112
H 1.8548 -5.1020 5.1140 0.119
H 0.2545 -6.6350 3.4357 0.116
H -0.1843 -5.0690 2.8090 0.074
H -0.7078 -5.3683 5.6822 0.080
H -1.8239 -6.0716 4.5105 0.097
H -1.3722 -4.2681 4.6192 0.022
N 0.5088 1.2604 2.0373 -0.237
S 2.0013 1.0320 1.3231 0.558
O 2.2544 1.3381 -0.0781 -0.237
O 2.8558 0.0178 1.9274 -0.278
F 2.6980 2.2102 2.1043 -0.177
S -0.1721 0.3727 1.0962 0.406
O 0.0430 -1.0620 1.3352 -0.294
O -0.6391 0.7202 -0.2185 -0.257
F -1.6846 0.5396 1.7901 -0.253
N 2.7979 -1.5727 -3.4899 -0.265
S 2.3360 -1.1612 -5.0691 0.643
O 2.2868 0.2351 -5.5506 -0.287
O 1.4660 -2.2257 -5.5953 -0.278
F 3.7660 -1.5366 -5.7510 -0.196
S 2.0496 -0.4589 -2.8261 0.452
O 0.5856 -0.4692 -3.0230 -0.311
O 2.8463 0.7883 -2.8241 -0.282
F 2.1974 -1.1140 -1.3476 -0.213
```

Net charge: +5
Energy: -5805.23879 Ha

***

Record 2
A molecular structure, C12H30BaN3O7 at a distorted geometry, computed with ωB97M-V/def2-TZVPD.

Structure (XYZ):
```
53
Properties=species:S:1:pos:R:3:lowdin_charge:R:1
Ba 0.2622 -0.0559 0.0861 2.123
N -2.4133 2.7510 0.1751 -0.603
O -2.3969 3.9648 0.0878 0.025
O -1.4239 2.0864 -0.2918 -0.261
O -3.3920 2.1156 0.6024 -0.025
C 0.2524 3.1629 2.1882 -0.078
O -0.0699 1.7847 2.0798 -0.371
C -0.2749 1.1290 3.3231 -0.210
C -1.3421 0.0407 3.2029 -0.161
N -0.9653 -1.0930 2.2964 -0.194
C 0.0610 -1.9573 2.9100 -0.203
C 0.4160 -3.0926 1.9563 -0.207
O 0.9757 -2.5364 0.7658 -0.399
C 1.6770 -3.4698 -0.0328 -0.086
H 1.3026 3.2901 2.4869 0.094
H -0.3627 3.6499 2.9495 0.106
H 0.0761 3.6573 1.2378 0.087
H -0.7618 1.8531 3.9890 0.134
H 0.6457 0.7760 3.8008 0.127
H -2.1692 0.5232 2.6696 0.126
H -1.6900 -0.3951 4.1414 0.132
H -1.8393 -1.6021 2.1933 0.127
H -0.3285 -2.4017 3.8350 0.137
H 1.0278 -1.5012 3.1312 0.126
H -0.3842 -3.8279 1.8072 0.141
H 1.2162 -3.6632 2.4572 0.134
H 2.4726 -3.9486 0.5487 0.103
H 2.1656 -2.8773 -0.8043 0.089
H 1.0215 -4.2515 -0.4158 0.102
C 2.6002 2.8236 -0.5228 -0.085
O 1.7744 1.8367 -1.0980 -0.380
C 1.9774 1.7440 -2.5080 -0.211
C 0.9540 0.8900 -3.1879 -0.202
N 0.8876 -0.5249 -2.6601 -0.136
C -0.3025 -1.1324 -3.3639 -0.174
C -0.9748 -2.1145 -2.4310 -0.192
O -1.5175 -1.3609 -1.3233 -0.413
C -2.8615 -0.9244 -1.5794 -0.066
H 2.2685 3.8152 -0.8480 0.113
H 3.6459 2.7370 -0.8476 0.104
H 2.5788 2.7327 0.5577 0.079
H 2.9412 1.2132 -2.6677 0.138
H 2.1302 2.7388 -2.9344 0.142
H 1.1306 0.8365 -4.2675 0.138
H -0.0286 1.3677 -3.0901 0.129
H 1.6899 -0.9250 -3.1403 0.111
H 0.1394 -1.6381 -4.2263 0.136
H -1.0528 -0.4052 -3.6576 0.119
H -0.2610 -2.8468 -2.0499 0.110
H -1.8010 -2.6568 -2.8955 0.134
H -3.5309 -1.7820 -1.5172 0.103
H -3.0131 -0.2299 -2.4046 0.106
H -3.1325 -0.3055 -0.7134 0.082
```

ΔE to the lowest compared entry with this formula, charge and spin: 22.7 kcal per mole
Net charge: +1
Energy: -1191.35820 Ha

***

Record 3
2 unconnected molecules or ions with the total composition C8H11I2N3O2 at a distorted geometry, computed with ωB97M-V/def2-TZVPD.

Structure (XYZ):
```
26
Properties=species:S:1:pos:R:3:lowdin_charge:R:1
C 2.8051 2.7555 2.7385 -0.028
N 2.2544 2.6265 1.3958 -0.235
N 1.3327 1.7259 1.2398 0.153
C 1.0705 1.6782 -0.0534 -0.314
O 0.1143 0.8947 -0.6198 0.112
C -0.4058 -0.1731 0.0758 -0.491
O -0.1958 -0.5624 1.1958 0.041
N -1.2652 -0.8083 -0.7503 -0.061
C -1.4710 -0.7692 -2.2193 -0.085
C -2.0175 -2.1698 -2.0538 -0.150
C -1.8156 -2.0915 -0.5402 -0.131
C 1.7826 2.6523 -0.7633 -0.019
C 2.5482 3.2150 0.2526 -0.739
I 3.8514 4.8456 0.1374 0.878
H 3.4845 1.9425 2.8761 0.078
H 3.5376 3.6199 2.9769 0.089
H 2.1415 2.7268 3.5494 0.070
H -0.4223 -0.6006 -2.6294 0.141
H -2.3683 -0.0810 -2.5823 0.154
H -2.9555 -2.5484 -2.3277 0.090
H -1.4596 -2.9339 -2.5185 0.090
H -2.6332 -1.9776 0.0444 0.082
H -1.1025 -2.9327 -0.0784 0.172
H 1.8055 3.0548 -1.7176 0.081
I 0.5651 -1.9064 4.2095 0.422
H 1.1122 -1.1393 2.9651 -0.398
```

ΔE to the lowest compared entry with this formula, charge and spin: 0.0 kcal per mole
Structure (SMILES): Cn1nc(OC(=O)N2CCC2)cc1I.I
Energy: -1221.47783 Ha

***

Record 4
2 unconnected molecules or ions with the total composition H4NOPS2 at a distorted geometry, computed with ωB97M-V/def2-TZVPD.

Structure (XYZ):
```
9
Properties=species:S:1:pos:R:3:lowdin_charge:R:1
N 0.8737 1.2737 -1.0159 -0.190
O 0.4974 0.7402 1.3856 -0.271
P 0.2169 0.2238 -0.0678 0.324
S 1.1391 -1.7501 -0.0347 0.433
S -2.7121 -0.7816 0.0996 0.134
H 0.5256 1.2398 -1.9079 -0.064
H 0.3435 1.6720 1.4778 0.066
H 1.3137 -1.6218 -1.3633 -0.189
H -2.1978 -0.9960 1.4265 -0.244
```

ΔE to the lowest compared entry with this formula, charge and spin: 83.9 kcal per mole
Energy: -1270.06220 Ha

***

Record 5
A molecular structure, C18H34N4O2PdSSi2Te at a distorted geometry, computed with ωB97M-V/def2-TZVPD.

Structure (XYZ):
```
63
Properties=species:S:1:pos:R:3:lowdin_charge:R:1
Pd -0.9014 -0.9270 0.0559 0.012
N 2.0696 -1.3123 3.5857 -0.001
C 1.2728 -0.7517 2.5748 -0.992
S -0.4493 -0.9496 2.7491 0.419
N 1.9568 -0.1627 1.6426 -0.061
N 1.1867 0.3573 0.6004 -0.052
C 1.8547 1.1679 -0.1263 -0.139
C 1.4208 1.8982 -1.3198 -0.150
C 2.3864 2.7421 -1.8770 -0.115
C 2.1730 3.5332 -2.9944 -0.173
C 0.9036 3.4706 -3.5909 -0.164
C -0.0776 2.6542 -3.0866 -0.058
C 0.1063 1.8100 -1.9289 -0.422
O -0.8322 1.0819 -1.5176 -0.103
H 1.5796 -1.3812 4.4635 0.030
H 2.9764 -0.8708 3.6355 0.054
H 2.8957 1.3467 0.1701 0.091
H 3.3594 2.7686 -1.3906 0.086
H 2.9544 4.1701 -3.3897 0.062
H 0.6910 4.0780 -4.4675 0.075
H -1.0573 2.6071 -3.5501 0.088
C -4.7655 1.9407 1.7513 -0.036
C -3.8656 0.8919 1.1061 -0.616
N -2.5680 1.2028 1.0981 0.151
O -4.3686 -0.1185 0.6241 -0.012
H -5.0496 2.6749 0.9948 0.070
H -4.2737 2.4679 2.5713 0.062
H -5.6660 1.4499 2.1144 0.065
H -2.2570 2.0082 1.6109 0.094
H -1.8072 0.5764 0.7517 -0.008
C -2.5124 -2.3005 -1.9903 -0.182
Si -2.6921 -3.8819 -1.0343 0.374
C -2.3596 -5.3331 -2.1891 -0.202
C -4.4733 -4.0622 -0.4650 -0.193
C -1.6257 -3.9258 0.4875 -0.613
Te 0.4283 -3.3321 0.2098 1.162
C 0.8543 -5.3992 -0.5142 -0.587
Si 2.2746 -5.3919 -1.6896 0.325
C 1.7670 -4.6038 -3.3043 -0.194
C 3.7327 -4.4642 -0.9732 -0.200
C 2.8631 -7.1432 -2.0708 -0.206
H -2.0535 -2.4489 -2.9704 0.030
H -1.8509 -1.5824 -1.4561 -0.037
H -3.4760 -1.8001 -2.1099 0.034
H -3.1716 -5.3917 -2.9214 0.020
H -2.3289 -6.2819 -1.6431 0.022
H -1.4204 -5.2229 -2.7366 0.009
H -5.1565 -4.2114 -1.3067 0.017
H -4.7754 -3.1544 0.0671 0.026
H -4.5732 -4.9132 0.2163 0.019
H -1.6520 -4.8682 1.0428 0.007
H -2.0035 -3.1334 1.1463 -0.025
H -0.0472 -5.7581 -1.0117 -0.031
H 1.0388 -6.0262 0.3630 -0.006
H 1.2523 -3.6594 -3.1087 0.020
H 1.0862 -5.2545 -3.8616 0.021
H 2.6354 -4.3961 -3.9359 0.022
H 3.4356 -3.4674 -0.6358 0.011
H 4.5279 -4.3430 -1.7144 0.022
H 4.1449 -4.9927 -0.1085 0.027
H 2.0531 -7.7349 -2.5076 0.018
H 3.1918 -7.6477 -1.1571 0.017
H 3.7008 -7.1406 -2.7763 0.016
```

Net charge: -2
Energy: -2448.92018 Ha

***

Record 6
A molecular structure, C6H13AsCl10F6OY at a distorted geometry, computed with ωB97M-V/def2-TZVPD.

Structure (XYZ):
```
38
Properties=species:S:1:pos:R:3:lowdin_charge:R:1
Y -0.8295 -0.3358 -3.7138 1.958
C -0.6421 0.7163 -0.5570 -0.171
O -1.2676 0.6991 -1.8358 -0.465
H 0.3822 0.3295 -0.6102 0.060
H -0.6783 1.7163 -0.1310 0.070
H -1.1175 0.0003 0.1193 0.052
As 1.5281 -2.4886 -2.5763 0.734
F 1.3070 -4.0071 -1.8750 -0.172
F 3.1288 -2.7281 -3.0203 -0.150
F 1.5002 -0.7921 -3.2377 -0.319
F -0.2482 -2.1124 -2.3544 -0.366
F 1.8767 -1.8492 -1.0569 -0.186
F 0.9998 -3.0805 -4.1065 -0.226
C -0.1480 -4.1368 1.2026 -0.970
Cl 1.2897 -3.4586 1.9530 0.563
Cl -1.2204 -2.8816 0.5512 0.572
H 0.1397 -4.7968 0.3930 0.019
H -0.6915 -4.7166 1.9393 0.035
C -2.6951 3.7751 -2.2693 -0.994
Cl -4.2615 4.1684 -1.5939 0.575
Cl -2.8713 2.8609 -3.7938 0.478
H -2.1867 4.7064 -2.4858 0.036
H -2.1249 3.1679 -1.5777 0.001
C 1.2134 3.7656 1.2166 -1.057
Cl 2.2075 5.1760 0.7813 0.509
Cl 0.9942 3.6316 2.9532 0.521
H 0.2401 3.8814 0.7554 0.006
H 1.7659 2.9121 0.8395 -0.011
C -2.2489 -0.8193 2.8947 -1.116
Cl -2.9781 0.7600 3.2258 0.512
Cl -2.3058 -1.8732 4.2992 0.539
H -2.7308 -1.2781 2.0420 -0.026
H -1.2105 -0.6618 2.6248 -0.066
C 2.7848 -0.1761 1.7031 -1.017
Cl 1.3380 0.1132 2.6759 0.535
Cl 4.0347 1.0516 1.9882 0.539
H 3.2065 -1.1324 1.9794 0.008
H 2.5194 -0.1069 0.6576 -0.009
```

ΔE to the lowest compared entry with this formula, charge and spin: 0.0 kcal per mole
Net charge: +1
Energy: -7786.72671 Ha